The following is a quantum chemistry calculation of 8 unconnected molecules or ions with the total composition C28H78N6O10 at a distorted geometry, from OMol25.

The geometry in XYZ format:
```
122
Properties=species:S:1:pos:R:3:forces:R:3:lowdin_charge:R:1
C -3.09984 2.20282 6.30035 -1.8354 1.3293 1.0882 -0.02
C -3.18661 2.31176 4.79891 -1.1861 -0.6086 0.1660 -0.36
C -4.31629 3.14086 4.20221 0.3583 -0.6414 -0.1914 -0.17
O -4.26038 2.90365 2.78364 -0.2298 0.5877 1.3449 -0.21
C -5.01033 3.94068 2.15922 -0.7606 -0.9625 -0.6210 -0.09
N -1.93199 2.77855 4.21703 1.6430 0.8287 -0.0671 0.21
H -1.96058 2.78160 3.20429 -0.2782 0.0352 -0.4002 0.14
H -1.64440 3.72295 4.53854 -0.4587 -0.5732 -0.0696 0.20
H -1.15875 2.14171 4.45947 0.0262 -0.4244 0.3864 0.11
H -2.10117 1.95994 6.64557 -0.1178 -0.3657 -0.0903 0.05
H -3.86444 1.41450 6.55888 0.9828 0.8854 0.2793 0.12
H -3.39625 3.18917 6.81023 0.2592 -1.3643 -0.6729 0.12
H -3.36991 1.30080 4.44220 0.5147 -0.0591 -0.3477 0.13
H -4.13032 4.19771 4.40122 -0.1415 0.2370 0.1017 0.13
H -5.30556 2.86033 4.60723 0.4457 0.0727 -0.0465 0.15
H -6.09788 3.87715 2.43074 0.9424 0.3217 0.1175 0.11
H -4.96732 3.67054 1.10754 0.0911 0.5612 -0.2168 0.09
H -4.55359 4.90622 2.39557 -0.3429 0.0517 -0.2468 0.09
C 2.62737 0.09244 1.37799 -1.1970 0.4931 0.3671 -0.04
C 2.36709 -0.44698 2.77010 0.4562 -1.0980 0.8421 -0.40
C 3.56451 -1.21437 3.32558 -0.4594 -0.5287 -0.4303 -0.22
O 4.63240 -0.35375 3.58020 0.2660 0.4302 0.6208 -0.17
C 5.68633 -0.94289 4.31872 0.3003 -0.2534 0.2062 -0.09
N 1.82362 0.44872 3.80717 1.2181 0.6426 -0.4619 0.08
H 2.58167 1.07012 4.12607 -0.2573 -0.5146 0.1580 0.14
H 1.16159 1.07462 3.39545 -0.7803 0.2577 -0.3371 0.07
H 1.08699 -0.30420 4.82153 0.6066 -0.7875 0.5889 0.08
H 1.70127 0.63668 1.15766 -0.0083 -0.1067 -0.5725 0.06
H 2.70619 -0.78884 0.70577 0.3726 0.9167 0.1080 0.10
H 3.40564 0.85820 1.33765 0.3564 -0.5674 -0.1490 0.09
H 1.63710 -1.24781 2.66867 -0.3876 -0.0292 -0.1536 0.14
H 3.80651 -1.89989 2.47546 0.1558 -0.1301 0.8548 0.14
H 3.24632 -1.76620 4.24792 0.3869 0.2223 -0.6742 0.14
H 5.37880 -1.55128 5.16290 -0.6764 -0.1808 0.1028 0.09
H 6.35145 -0.21964 4.76116 -0.0995 0.8122 -0.1837 0.09
H 6.31605 -1.56553 3.70591 0.1574 -0.4069 -0.5993 0.08
C -7.33662 -1.83935 -6.24186 1.3834 -0.7576 0.6094 -0.03
C -7.01905 -2.86175 -7.34046 -0.3935 1.1656 -0.6348 -0.32
C -6.42576 -4.11362 -6.78953 0.1232 -1.1285 -0.9972 -0.29
O -5.04977 -3.98049 -6.70785 -0.2174 -1.0133 1.2066 -0.17
C -4.50003 -5.24475 -6.21576 1.0618 0.2290 -0.5418 -0.06
N -8.38980 -3.27016 -7.88000 0.0540 -1.7838 -0.9135 0.21
H -8.37897 -3.89840 -8.71857 0.4600 0.5795 0.6046 0.19
H -8.87899 -3.85454 -7.17185 0.0837 0.7893 -0.2501 0.19
H -8.95246 -2.48198 -8.15914 -0.4250 0.5269 0.2128 0.16
H -7.85163 -2.50715 -5.46997 0.3142 1.7000 -0.5707 0.11
H -7.88272 -0.94386 -6.60513 0.1288 -0.6949 0.4428 0.10
H -6.32546 -1.50635 -5.83047 -1.4732 -0.3741 -0.3159 0.12
H -6.37863 -2.47419 -8.17122 -0.7905 -0.2660 0.5128 0.18
H -6.66536 -4.97459 -7.46248 0.0294 0.3271 0.1493 0.15
H -6.90283 -4.34710 -5.84108 0.0165 -0.0833 0.5398 0.13
H -3.43915 -4.94561 -5.98474 -1.1498 -0.8154 0.0915 0.11
H -4.50073 -5.96168 -7.07470 0.0474 0.4223 0.6934 0.10
H -5.05314 -5.74166 -5.35051 0.6501 1.1302 -0.9214 0.11
C 2.21185 10.74838 -5.49756 0.4875 1.5178 0.1444 -0.02
C 2.73635 10.44301 -4.08743 -0.5337 -1.0139 -1.5622 -0.29
C 1.85253 9.37850 -3.41835 -1.6858 1.1830 1.5504 -0.14
O 0.46461 9.87805 -3.45756 1.9110 -0.7449 -0.6239 -0.22
C -0.02632 10.64768 -2.36145 0.4954 -0.3186 0.2065 -0.08
N 4.19460 9.99381 -4.20892 -0.7200 -0.6012 -0.1087 0.24
H 4.36068 9.27127 -4.88933 -0.6198 -0.5509 -0.9257 0.17
H 4.74192 10.75440 -4.56216 0.7277 0.8435 0.2715 0.17
H 4.57739 9.54965 -3.39056 0.3507 0.5281 1.0158 0.17
H 2.77548 11.58847 -6.01004 -0.6615 -0.9413 0.6363 0.12
H 1.17235 11.03245 -5.36531 0.0091 0.3919 -0.0214 0.09
H 2.14658 9.90564 -6.15515 0.4035 -0.7718 -0.2658 0.09
H 2.75075 11.34351 -3.50783 0.1240 0.4211 0.4597 0.15
H 2.11434 9.26995 -2.33749 0.1070 -0.1645 -0.6976 0.14
H 1.84920 8.39759 -3.90822 0.1098 0.3269 -0.0922 0.14
H 0.44014 11.63663 -2.21727 0.1292 -0.3325 -0.2581 0.09
H 0.08397 10.05911 -1.43434 -0.3098 0.3187 -0.1927 0.09
H -1.05689 10.80599 -2.64967 -0.2646 0.0342 0.4161 0.10
C -0.62786 -1.65665 -2.13958 1.8649 0.2057 -0.6603 -0.04
C 0.12480 -0.44351 -1.61815 -1.3806 -0.0683 0.1419 -0.36
C 1.37731 -0.21666 -2.42590 1.1075 0.9059 -0.4841 -0.24
O 2.18983 -1.35370 -2.41960 -0.2206 -1.5502 0.7207 -0.21
C 3.48267 -1.19354 -2.96865 -0.7792 2.3049 -0.9599 -0.09
N -0.82365 0.76811 -1.56976 1.5968 -0.5633 -0.2893 0.03
H -1.31664 0.83420 0.06948 -0.9764 -0.3761 -0.0690 0.09
H -0.24412 1.53454 -1.85359 0.0088 0.7909 -0.2034 0.07
H -1.65076 0.76896 -2.17681 0.6411 -0.5420 0.1139 0.11
H -0.01960 -2.55717 -2.14592 0.2858 0.0575 0.2442 0.09
H -0.89178 -1.51443 -3.17915 -0.4883 0.2276 -0.2131 0.09
H -1.42720 -1.82223 -1.50567 -2.0417 -0.4234 0.9313 0.05
H 0.40483 -0.58996 -0.56649 0.0803 -0.2192 -0.2313 0.12
H 2.00485 0.56453 -1.96569 -0.4201 0.4813 -0.1768 0.12
H 1.13183 0.06673 -3.47272 -0.0057 0.0496 0.3499 0.14
H 3.32250 -0.91274 -4.04455 0.6396 -0.4109 0.6333 0.10
H 4.10944 -2.05961 -2.85891 -0.2210 -0.5223 0.0922 0.08
H 3.98273 -0.32259 -2.48441 -0.0965 -0.4752 -0.1980 0.09
C 5.84514 -7.22296 3.16716 -0.3140 1.0980 -0.5794 -0.03
C 5.58285 -8.55761 2.47884 0.2909 0.3030 -0.0830 -0.30
C 5.20876 -8.42191 0.99379 2.2469 0.1606 -0.6663 -0.26
O 4.19845 -7.49774 0.89039 -0.6912 -1.0538 -0.2174 -0.16
C 2.93106 -8.19269 0.83948 -0.2720 1.6880 -1.5999 -0.05
N 6.86351 -9.39924 2.53663 -0.2741 -1.4116 -2.0869 0.21
H 7.43370 -9.23413 1.63593 -0.9416 -0.3447 1.6351 0.20
H 7.45781 -9.18472 3.31284 0.4353 0.3459 0.7694 0.15
H 6.64289 -10.43246 2.59721 0.3509 1.2918 -0.2228 0.20
H 6.56087 -6.58292 2.61764 0.0773 -0.5704 0.2344 0.10
H 6.15288 -7.34673 4.20494 0.1019 -0.0782 -0.0323 0.09
H 4.94394 -6.57290 3.17267 0.2956 -0.8275 0.0215 0.11
H 4.79476 -9.06385 3.02008 0.0686 -0.4961 0.1930 0.15
H 5.02156 -9.35235 0.42141 -0.3599 -0.0148 0.7892 0.14
H 6.14441 -8.07056 0.45665 -0.8016 0.3079 0.5082 0.15
H 2.27581 -7.34071 0.65998 -0.6751 -0.3078 0.9916 0.10
H 2.72304 -8.86233 1.66760 -0.0627 0.3069 0.3108 0.10
H 2.79270 -8.71394 -0.11104 0.5937 -0.4991 0.0688 0.10
C -0.80268 -0.69467 7.49413 -0.6400 -0.1647 -1.8537 0.03
C -0.10184 -0.15207 6.23306 -1.4660 -0.0192 1.4580 -0.59
O -0.43345 0.93155 5.74413 0.0489 0.3491 0.0155 -0.02
O 0.73637 -0.93249 5.67272 0.7397 0.2396 -1.1381 0.08
H -1.63197 -1.30992 7.07835 0.5111 0.0571 0.2486 0.10
H -1.31607 0.09283 8.00557 0.1210 0.5120 0.5254 0.07
H -0.20701 -1.32769 8.12497 0.3661 -0.0572 0.1850 0.08
C -3.06570 -0.59093 2.44355 0.4139 1.3740 -2.5762 0.04
C -1.90407 0.22186 1.88152 -0.5767 0.0918 0.3569 -0.52
O -2.10254 0.42199 0.58221 1.1862 0.1806 0.8695 0.06
O -1.01845 0.72187 2.57795 -0.5269 -0.3834 -1.1252 0.03
H -3.44062 -1.25298 1.66412 -0.0780 0.0189 0.2017 0.10
H -3.79318 0.18269 2.63059 -0.6546 0.0526 0.2046 0.07
H -2.80580 -1.09377 3.29626 0.6055 -1.1833 2.1809 0.06
```
Positions in Å, forces in eV/Å.

Results
Total energy (a.u.): -2193.2814
Largest force on an atom (eV Å⁻¹): 2.95
Orbital gap (eV): 9.15
HOMO (eV): -15.6
Molar mass (u): 658.964
LUMO level (eV): -6.413
ΔE to the lowest compared entry with this formula, charge and spin (kcal/mol): 0.0
Charge: +4